1.
C19H25CoF6N5SSb | wB97M-V/def2-TZVPD

- <S²>: 8.79
- Charge: +1
- Energy above the lowest of the compared OMol25 structures with the same formula, charge and spin: 22.9 kcal/mol
- DFT total energy: -3633.0115 Ha
- 2S+1: 6
- Gap between HOMO and LUMO (spin up / spin down): 7.08 / 5.11 eV
- HOMO energy (spin up / spin down): -11.2 / -11.2 eV

The geometry in XYZ format:
```
58
C19H25CoF6N5SSb (wB97M-V/def2-TZVPD)
Sb -2.57 -2.00 -1.70
Co -0.35 0.32 0.19
S 0.21 -1.81 1.19
F -3.80 -3.37 -1.90
F -2.79 -1.83 0.17
F -3.85 -0.64 -1.90
F -1.18 -0.55 -1.40
F -2.08 -1.80 -3.49
F -1.14 -3.21 -1.42
N 1.71 0.19 -0.22
N 0.37 2.44 -0.13
N 2.30 -0.97 -0.35
N -3.72 3.25 -0.63
N 2.09 -3.19 -0.11
C -1.85 0.66 2.66
C 2.42 1.26 -0.50
C 0.29 4.82 0.04
C -3.66 3.83 -1.97
C -2.97 0.13 3.28
C -0.31 3.57 0.05
C 1.70 2.53 -0.33
C -3.38 1.83 -0.69
C -4.18 0.12 2.61
C -5.00 3.52 0.00
C 1.52 -4.51 0.15
C -4.30 0.65 1.33
C 2.38 3.74 -0.35
C 1.55 -2.02 0.20
C 1.43 -5.31 -1.13
C 3.85 1.23 -0.90
C -1.98 1.04 1.33
C -3.20 1.21 0.67
C 1.65 4.91 -0.15
H 4.04 1.95 -1.70
H -5.25 0.62 0.82
H -5.19 4.59 -0.03
H -4.39 3.39 -2.66
H 0.54 -4.35 0.60
H -2.67 3.68 -2.39
H -4.98 3.22 1.05
H -0.31 5.70 0.20
H -3.86 4.90 -1.91
H 2.92 -3.15 -0.69
H 2.16 5.87 -0.16
H -0.89 0.67 3.17
H 1.00 -6.29 -0.92
H 4.48 1.50 -0.05
H 2.15 -5.00 0.89
H -1.39 3.49 0.20
H -4.12 1.24 -1.25
H -5.06 -0.27 3.10
H -5.83 3.00 -0.49
H 3.44 3.77 -0.51
H -2.89 -0.27 4.29
H 0.80 -4.81 -1.86
H 4.14 0.23 -1.22
H -2.44 1.74 -1.26
H 2.42 -5.48 -1.56
```

2.
C3H9N2S | wB97M-V/def2-TZVPD

- Charge: +1
- Energy above the lowest of the compared OMol25 structures with the same formula, charge and spin: 71.2 kcal/mol
- DFT total energy: -627.0567 Ha
- 2S+1: 1
- Gap between HOMO and LUMO: 8.04 eV
- HOMO energy: -13.3 eV

The geometry in XYZ format:
```
15
C3H9N2S (wB97M-V/def2-TZVPD)
S -0.09 -0.19 1.54
N 2.71 0.36 -0.04
N -2.19 -1.59 0.51
C -1.37 -0.76 0.33
C -1.40 0.14 -0.86
C 1.67 0.95 -0.46
H -2.26 -2.20 1.31
H -0.90 -0.49 -1.69
H 3.42 -0.03 -0.73
H 2.77 0.13 1.00
H -2.44 0.02 -1.09
H -1.06 0.24 2.32
H -1.16 1.16 -0.86
H 1.48 1.19 -1.53
H 0.82 1.07 0.23
```

3.
C9H17N2O9P | wB97M-V/def2-TZVPD

- DFT total energy: -1481.3641 Ha
- 2S+1: 1
- Gap between HOMO and LUMO: 10.39 eV
- HOMO energy: -9.9 eV

The geometry in XYZ format:
```
38
C9H17N2O9P (wB97M-V/def2-TZVPD)
P 0.86 0.05 -2.67
O 0.26 -0.12 1.43
O 1.50 0.73 -3.81
O 0.84 2.34 -1.12
O 1.73 0.24 -1.34
O -2.80 -3.45 0.02
O 0.84 -1.48 -3.05
O 4.11 3.11 2.40
O 2.48 2.62 3.89
O -0.61 0.60 -2.47
N -3.01 -2.54 -1.98
N -1.61 -1.34 1.25
C 2.59 1.74 0.36
C -0.64 -0.76 1.95
C 1.64 1.46 -0.80
C 2.95 2.81 2.64
C -2.82 -1.54 -3.02
C -2.54 -2.52 -0.73
C -0.69 -0.93 3.45
C -1.71 -1.34 -0.21
C 1.99 2.64 1.47
H -1.80 -1.57 -3.39
H -0.40 1.51 -2.19
H -0.71 -1.42 -0.64
H -3.54 -3.36 -2.21
H 1.76 3.63 1.06
H -2.16 -0.40 -0.54
H -3.49 -1.75 -3.86
H -1.66 -0.60 3.82
H 1.06 2.21 1.84
H -3.04 -0.54 -2.65
H 1.71 -1.54 -3.48
H 0.10 -0.33 3.90
H 3.24 2.78 4.47
H -2.28 -1.92 1.74
H 3.50 2.19 -0.04
H -0.54 -1.98 3.69
H 2.87 0.78 0.81
```

4.
C24H67F6N5O9P | wB97M-V/def2-TZVPD

- Charge: -1
- DFT total energy: -2846.1025 Ha
- 2S+1: 1
- Gap between HOMO and LUMO: 8.35 eV
- HOMO energy: -6.0 eV

The geometry in XYZ format:
```
112
C24H67F6N5O9P (wB97M-V/def2-TZVPD)
P 11.36 15.76 7.80
F 12.12 15.91 6.37
F 10.77 15.43 9.28
F 9.87 15.69 7.10
F 12.82 16.10 8.48
F 11.73 14.20 7.66
F 11.02 17.33 7.91
O 15.60 11.91 7.79
O 14.39 14.48 6.85
O 16.06 20.24 8.11
O 12.85 11.49 7.65
O 6.67 16.87 6.45
O 10.41 11.43 8.59
O 12.60 12.01 4.98
O 11.29 20.63 5.22
O 13.50 16.70 14.66
N 11.10 22.81 3.07
N 11.82 16.88 11.36
N 7.82 16.03 8.78
N 10.22 12.60 6.15
N 13.52 18.54 5.89
C 15.32 14.38 7.86
C 9.87 14.49 4.46
C 14.87 19.06 6.25
C 12.98 16.50 15.93
C 11.94 13.10 4.42
C 11.79 21.97 5.32
C 10.76 20.25 6.48
C 15.62 19.63 5.09
C 16.12 21.05 9.25
C 12.88 17.20 12.26
C 12.80 18.74 12.45
C 7.28 17.86 7.23
C 12.22 22.48 3.88
C 12.84 11.71 9.12
C 7.34 17.42 8.73
C 13.95 12.12 4.63
C 11.36 11.81 9.60
C 7.06 17.05 5.10
C 13.18 23.62 3.94
C 16.29 13.17 7.61
C 8.25 18.24 9.66
C 10.53 13.15 4.76
C 12.62 16.37 13.58
C 14.82 19.95 7.51
H 9.67 11.99 8.82
H 6.93 18.89 7.14
H 14.24 23.41 4.06
H 15.40 18.14 6.50
H 7.79 18.16 10.65
H 12.90 24.41 4.64
H 13.33 24.12 2.99
H 11.76 19.06 12.60
H 15.07 20.49 4.70
H 14.54 11.33 5.10
H 16.66 19.92 5.28
H 14.88 14.32 8.86
H 11.29 20.27 7.43
H 15.84 21.96 8.71
H 9.23 12.83 6.19
H 13.76 11.69 7.41
H 14.43 20.94 7.27
H 13.36 19.20 13.26
H 12.90 19.33 5.80
H 13.83 16.87 11.83
H 11.24 11.38 10.60
H 12.75 15.31 13.35
H 6.34 17.43 9.16
H 14.14 19.40 8.16
H 9.92 20.91 6.68
H 11.94 15.95 10.99
H 16.68 13.11 6.60
H 15.56 18.95 4.25
H 10.35 22.15 3.25
H 6.68 16.35 4.35
H 12.39 14.02 4.78
H 17.03 21.13 9.84
H 11.04 22.64 5.74
H 12.75 21.70 3.34
H 10.20 15.36 5.02
H 12.48 17.38 16.33
H 13.17 19.29 11.58
H 17.00 13.16 8.43
H 15.85 15.33 7.95
H 13.79 16.27 16.63
H 15.34 20.63 9.88
H 10.51 13.35 6.76
H 14.14 11.89 3.58
H 13.39 10.98 9.71
H 8.07 19.22 9.23
H 10.29 19.29 6.26
H 11.60 16.61 13.89
H 8.80 14.36 4.59
H 14.45 13.08 4.76
H 13.04 17.94 6.55
H 11.25 22.47 2.13
H 16.33 11.29 7.79
H 13.38 12.60 9.45
H 8.34 18.04 7.04
H 8.82 16.04 8.89
H 13.71 15.09 7.16
H 12.75 21.84 5.81
H 8.09 16.72 4.95
H 10.93 12.81 9.72
H 9.94 12.56 4.06
H 6.80 18.05 4.74
H 12.33 15.63 16.02
H 12.12 13.06 3.34
H 7.85 15.89 7.78
H 9.29 17.90 9.62
H 11.95 17.46 10.54
H 9.91 14.85 3.43
```

5.
C3H5Br2Cl | wB97M-V/def2-TZVPD

- Energy above the lowest of the compared OMol25 structures with the same formula, charge and spin: 95.1 kcal/mol
- DFT total energy: -5725.3750 Ha
- 2S+1: 1
- Gap between HOMO and LUMO (spin up / spin down): 6.91 / 8.83 eV
- HOMO energy (spin up / spin down): -7.8 / -8.6 eV

The geometry in XYZ format:
```
11
C3H5Br2Cl (wB97M-V/def2-TZVPD)
Br 2.59 1.53 -0.03
Br 2.25 -1.48 0.72
Cl -0.18 -1.97 -0.99
C -1.66 0.14 -0.28
C -0.46 -0.32 -0.91
C 1.68 0.32 1.03
H -1.65 1.27 0.07
H 0.26 0.29 -1.51
H 1.69 0.51 2.12
H -1.86 -0.37 0.60
H -2.66 0.09 -0.82
```

6.
C5H7O3S | wB97M-V/def2-TZVPD

- Charge: -1
- Energy above the lowest of the compared OMol25 structures with the same formula, charge and spin: 88.5 kcal/mol
- DFT total energy: -818.5424 Ha
- 2S+1: 1
- Gap between HOMO and LUMO (spin up / spin down): 7.37 / 7.37 eV
- HOMO energy (spin up / spin down): -3.6 / -3.6 eV

The geometry in XYZ format:
```
16
C5H7O3S (wB97M-V/def2-TZVPD)
S 2.80 0.54 -0.10
O 3.69 1.05 1.02
O 1.89 1.52 -0.71
O -0.21 -1.14 0.46
C 1.69 -2.43 0.90
C -1.95 0.24 -0.13
C -0.69 -0.13 -0.25
C -2.31 1.58 -0.72
C 1.17 -1.25 0.62
H -2.72 -0.41 0.30
H 1.23 -3.34 1.27
H -0.07 0.65 -0.72
H -3.20 2.10 -0.21
H -1.49 2.22 -0.98
H -2.59 1.45 -1.76
H 2.78 -2.65 1.02
```

7.
C6H10O | wB97M-V/def2-TZVPD

- Energy above the lowest of the compared OMol25 structures with the same formula, charge and spin: 45.3 kcal/mol
- Structure (SMILES): C=CC1CC1.C=O
- DFT total energy: -309.7701 Ha
- 2S+1: 1
- Gap between HOMO and LUMO: 10.32 eV
- HOMO energy: -9.3 eV

The geometry in XYZ format:
```
17
C6H10O (wB97M-V/def2-TZVPD)
O 2.19 -0.08 2.76
C 1.51 -1.02 -0.75
C 1.96 0.66 1.84
C 0.27 -0.83 -0.31
C -1.71 0.79 0.06
C -0.68 0.17 -0.86
C -2.14 -0.19 -0.99
H 1.91 -0.45 -1.59
H -0.27 0.81 -1.63
H -0.10 -1.42 0.53
H 2.74 0.93 1.09
H 2.16 -1.76 -0.30
H -1.73 0.47 1.09
H -2.44 -1.19 -0.67
H 0.97 1.12 1.67
H -2.67 0.17 -1.86
H -1.96 1.84 -0.09
```

8.
C9H25BN3O4P | wB97M-V/def2-TZVPD

- Energy above the lowest of the compared OMol25 structures with the same formula, charge and spin: 0.0 kcal/mol
- Structure (SMILES): COCCCP(CCCN)B(O)OC.NC(N)=O
- DFT total energy: -1189.4278 Ha
- 2S+1: 1
- Gap between HOMO and LUMO: 9.01 eV
- HOMO energy: -8.6 eV

The geometry in XYZ format:
```
43
C9H25BN3O4P (wB97M-V/def2-TZVPD)
P 1.79 -2.01 -0.45
O -6.49 2.85 -3.11
O 4.03 -3.85 -0.29
O 2.57 -4.04 1.52
O 1.32 2.47 0.47
N -5.28 3.77 -1.43
N -2.29 0.12 -1.24
N -4.59 1.81 -2.42
C -1.04 -1.87 -0.28
C 2.42 0.73 -0.78
C -1.49 -0.42 -0.13
C 0.22 -2.17 0.54
C 2.52 -0.42 0.22
C 2.55 2.10 -0.13
C 1.32 2.63 1.87
C -5.52 2.81 -2.37
C 2.23 -3.35 2.71
B 2.93 -3.38 0.39
H -4.48 3.75 -0.82
H -3.00 -0.56 -1.51
H -4.75 1.08 -3.10
H -1.85 -2.54 0.04
H 0.35 2.31 2.25
H 3.19 0.62 -1.55
H 0.20 -3.18 0.97
H -3.79 1.73 -1.81
H -0.85 -2.07 -1.34
H 3.57 -0.57 0.49
H 2.10 2.02 2.34
H 1.48 3.68 2.15
H 2.97 -3.61 3.48
H -1.70 0.24 -2.05
H 2.82 2.85 -0.88
H 1.45 0.70 -1.29
H 1.99 -0.16 1.14
H -5.93 4.53 -1.37
H 0.26 -1.48 1.39
H 1.24 -3.65 3.06
H -2.07 -0.31 0.78
H 4.66 -3.21 -0.62
H 3.35 2.09 0.62
H -0.61 0.23 -0.03
H 2.24 -2.27 2.57
```